1.
2 unconnected molecules or ions with the total composition C6H6F3O4 in a non-equilibrium geometry. Source: the Open Molecules 2025 dataset; level of theory: ωB97M-V with the def2-TZVPD basis set.

```
19
Properties=species:S:1:pos:R:3:forces:R:3:lowdin_charge:R:1
H -0.45787 1.15519 2.00030 -0.3513 1.1514 -0.4292 0.112
H -1.71921 1.83887 0.76657 -1.6626 1.6822 -0.2437 0.066
F 0.64765 1.57243 -2.34469 0.2833 0.0466 0.6139 0.103
C -0.90543 -0.16028 0.50111 -1.1444 -0.8951 -1.5226 -0.132
C 3.17586 -1.74408 1.47248 2.3018 2.3321 0.8439 -0.501
C -0.93364 1.23278 1.01308 2.2513 -2.3400 0.3339 -0.071
O 1.85143 2.14121 0.82753 -0.4167 -0.4820 -0.5465 -0.154
H -0.47831 -0.81182 1.21293 0.6467 -0.8479 0.2957 0.075
H 2.61302 0.93925 -1.14823 0.2497 3.7355 -3.6335 -0.011
O 2.49241 0.33866 -0.50399 -0.6444 -4.1989 3.3565 -0.066
F -1.15280 2.43119 -1.55671 0.1214 -0.0834 0.5212 0.091
O 2.41360 -2.50860 1.14341 -2.5018 -2.3675 -1.0300 0.207
H 2.78365 2.13827 1.06854 -0.1707 -0.4049 0.0515 0.032
C -0.37743 1.30733 -1.48901 0.3341 -0.0740 -0.5809 -0.496
F -1.10446 0.38279 -2.17965 -0.1932 -0.2268 0.1684 0.081
H -1.63321 -0.66024 -0.17193 0.2101 0.7939 0.6314 0.108
C 0.06052 0.82498 -0.09229 -0.2789 0.4071 0.3028 -0.300
C 1.48551 0.67383 0.44416 0.8877 1.5675 0.7465 -0.307
O 4.05170 -1.07462 1.83940 0.0779 0.2041 0.1207 0.164
```
Positions in Å, forces in eV/Å.

Calculated values
Lowest unoccupied orbital energy = 3.54 eV
Net charge = -1
Highest occupied orbital energy = -0.078 Eh
HOMO-LUMO gap = 0.208 hartree
ΔE to the lowest compared entry with this formula, charge and spin = 202.8 kJ/mol
Calculated total energy = -22660.536 eV

2.
C6H6IN3 in the gas phase in a non-equilibrium geometry. Source: the Open Molecules 2025 dataset; level of theory: ωB97M-V with the def2-TZVPD basis set.

```
16
Properties=species:S:1:pos:R:3:forces:R:3:lowdin_charge:R:1
C 1.33439 0.83450 -0.11746 -0.0896 0.4743 1.5621 -0.806
H -0.40731 3.29596 -1.01540 0.3249 -1.0878 0.8661 0.114
I 3.14666 -0.18824 0.31466 -0.5639 0.4747 -0.5096 0.872
N 0.17536 0.53205 0.56717 0.1067 -0.7820 0.5900 -0.135
H -0.18772 -1.70417 -2.98518 -0.3868 0.4373 0.7667 0.066
H -1.60428 1.57553 0.88126 -1.7515 0.1680 0.2531 0.098
C -0.04139 -0.74651 1.30157 -0.4436 -0.3135 -1.8571 -0.135
H -0.41990 -0.70989 2.34591 0.0965 0.5797 -0.8431 0.124
N 1.27182 2.00430 -0.70656 -1.2228 -1.1787 -0.0628 0.031
C -0.79748 1.50704 0.23120 3.5458 -1.5203 0.6012 -0.050
N -0.68210 -1.70934 -0.85831 0.8469 0.1929 -0.3945 -0.065
C -0.15313 -1.87622 -1.90801 0.2434 -0.5464 -0.7463 0.118
H -1.58079 -2.39332 0.74395 -0.4489 -0.2098 0.5967 0.092
C -0.05947 2.35588 -0.50602 -0.0580 3.1520 -2.1167 -0.179
C -0.96951 -1.59682 0.38850 0.4167 0.2600 1.0392 -0.150
H 0.97487 -1.18075 1.32272 -0.6158 -0.1005 0.2551 0.004
```
Positions in Å, forces in eV/Å.

Calculated values
Lowest unoccupied orbital energy = 0.34 eV
Highest occupied orbital energy = -0.282 Eh
HOMO-LUMO gap = 0.295 hartree
ΔE to the lowest compared entry with this formula, charge and spin = 137.3 kJ/mol
Calculated total energy = -18886.243 eV